# C18H43N6O5

A cluster of 3 separate species, C18H43N6O5 in total (wB97M-V/def2-TZVPD, OMol25).

The geometry in ORCA input format:
```
! RIJCOSX wB97M-V def2-TZVPD def2/J DEFGRID3
* xyz 1 1
H -1.2175 1.7774 5.7806
H 3.0684 -3.6827 -0.3413
N -0.2405 0.7552 1.6056
H 1.7520 -3.9749 2.6149
N 4.4505 -4.7538 2.0127
H 5.3344 -5.2589 -0.7429
C 0.6319 1.1690 0.4938
C 3.9112 -3.6786 2.8360
H -3.6220 5.1545 -5.6363
O -2.1277 2.5137 -1.0952
C -0.4705 1.2211 3.8727
N -1.9429 -0.8776 1.8716
C 3.7257 -6.0156 2.1125
H 2.2503 -2.4328 3.2855
H -2.4979 4.5714 -1.0691
H -1.2209 4.0409 -2.1935
H 0.3486 2.1074 0.0440
C -0.8410 -0.3954 1.3614
C 4.1930 -6.9983 1.0621
H -4.5185 6.2224 -4.5528
H -1.1167 4.7280 -4.8924
H -5.2558 3.9790 -4.1150
H -2.9725 1.1947 -3.2625
H 4.5906 -2.8281 2.7394
H -1.2049 3.1138 4.6348
H -4.3347 4.5970 -2.7313
C -0.6742 2.2271 4.9617
C -3.4726 2.2806 -1.5010
H 0.6792 -1.4437 0.9113
C -1.4165 5.7812 -4.8398
H -2.7028 2.0839 2.9990
H -0.4339 0.2415 -1.1644
H -4.1201 3.0877 -1.1420
C -3.6409 2.0172 -2.9935
H 3.8924 -6.4432 3.1047
N -3.3670 3.1108 -3.9149
C 0.3730 -0.0070 -0.4835
H -0.6066 6.3504 -4.3875
H 1.5858 -2.7716 -0.5683
H -1.8555 3.4205 2.2619
O 2.3812 -2.5217 1.2739
C 2.5034 -3.1822 2.5310
H 3.9468 -3.9905 3.8835
H -3.7884 1.3732 -0.9753
C -1.9554 2.3414 2.2563
H 5.6270 -6.9723 -1.1341
H -4.6604 1.6618 -3.1682
H 2.6429 -5.8836 1.9772
H 4.4564 -6.0344 -2.0749
C -3.7624 5.4341 -4.5893
H -2.2911 2.0606 1.2665
O -0.1150 0.0830 4.0936
C -1.6844 3.8605 -1.2223
H 1.5542 -4.2448 0.4133
H 5.2748 -7.1442 1.1151
H -2.4132 3.4187 -3.7818
H 0.3098 2.5501 5.2823
C -4.2559 4.2597 -3.7742
N -0.1329 -1.1137 0.3652
H 3.7163 -7.9631 1.2537
H -2.3883 -1.6193 1.3608
H 1.2540 -0.2950 -1.0366
H -0.9236 4.0336 -0.4580
N -0.6618 1.6901 2.5594
O 3.7939 -6.5781 -0.2373
H 1.6479 1.1229 0.8708
H -2.3092 -0.6397 2.7762
C 2.1479 -3.3670 0.1523
O -2.5658 5.9662 -4.0336
H 4.4524 -4.4546 1.0469
H -1.5796 6.1551 -5.8535
C 4.8651 -6.1908 -1.0782
*
```

Summary:
**HOMO**: -10.76 eV
**Calculated total energy**: -1416.04092 Eh
**Orbital gap**: 8.31 eV